No. 1
Density functional theory data (wB97M-V/def2-TZVPD) for a structure of composition C17H27FIN3NbO2S.

Highest occupied orbital energy: -0.1807 Ha
Total charge: -1
DFT total energy: -49823.9468 eV
Lowest unoccupied orbital energy: 1.43 eV

The geometry in XYZ format:
```
53
Properties=species:S:1:pos:R:3:forces:R:3:lowdin_charge:R:1
C 3.574881 0.041272 -4.441899 -0.8 1.1 -1.2 -0.190
O 3.510289 0.558893 -3.063084 1.3 -2.0 -1.3 -0.373
C 4.145326 -0.386162 -2.103798 1.7 0.5 0.6 -0.413
Nb 2.526157 -1.634885 -1.075887 -0.4 -0.6 -0.9 1.143
S 0.633647 -2.926834 0.051617 1.2 -1.2 0.2 0.142
I 2.294807 -3.350370 -3.345082 0.3 0.2 0.2 0.080
C 0.891995 -0.329890 -2.047741 -3.0 0.7 0.6 -0.340
C -0.619786 -0.984789 -1.782184 -0.8 -4.3 -5.8 -0.369
O -1.050173 -1.916674 -2.658053 1.9 6.5 6.5 -0.124
F -1.508287 -0.555795 -0.642540 2.3 -0.9 -2.7 -0.110
C 4.080820 -3.150478 -0.247768 3.1 -3.2 2.1 -0.406
C 3.846213 -4.043512 1.091266 2.2 -1.2 -0.1 -0.123
C 4.896633 -5.162853 1.723835 1.2 3.2 -5.1 -0.061
C 6.283422 -5.264146 0.792279 -3.8 2.5 -0.3 -0.088
C 6.324949 -4.283481 -0.506822 -0.9 -0.5 1.5 -0.157
N 5.350632 -3.278238 -1.017784 -0.4 -3.7 4.7 -0.074
H 2.587292 -0.555142 -4.742574 2.3 0.9 0.8 0.048
H 3.574522 0.998269 -5.151839 0.1 -1.9 1.5 0.095
H 4.542581 -0.566871 -4.695891 -1.9 0.9 0.8 0.092
H 4.707518 0.294478 -1.304604 -1.1 -1.3 -1.6 0.064
H 4.997501 -1.048410 -2.611246 -1.8 1.3 1.0 0.056
H 2.678550 -0.555876 0.367446 0.1 -0.1 -0.3 -0.088
H 1.098165 -4.267839 -0.018691 -0.4 1.7 -0.1 -0.193
H 0.892725 0.757265 -1.567440 0.3 -2.6 -1.2 -0.001
H 1.027884 -0.290076 -3.225103 -0.5 -0.1 2.7 0.054
H 2.827395 -3.869780 1.679982 2.4 -0.4 -1.5 0.040
H 4.700328 -5.807278 2.679973 0.4 1.5 -2.1 0.066
H 7.172671 -6.005286 1.082324 -2.2 1.9 -0.9 0.071
H 7.317618 -4.392412 -1.165175 -2.5 0.4 1.5 0.087
C -1.175871 4.925516 1.358547 0.0 0.2 0.0 -0.116
C -2.246685 3.915535 0.958478 0.0 0.4 0.0 -0.282
C -1.693001 2.500481 0.780109 0.6 0.1 -0.9 -0.183
C -0.641388 2.495093 -0.317248 5.8 -0.3 -6.0 -0.123
N 0.231052 2.490650 -1.227761 -7.1 0.7 7.4 0.125
H -0.406163 5.025848 0.586674 -0.1 -0.1 0.1 0.070
H -1.621503 5.914909 1.502385 0.1 -0.1 0.0 0.068
H -0.689030 4.631017 2.295285 -0.1 0.0 -0.1 0.079
H -2.719392 4.250231 0.026956 0.0 -0.1 0.1 0.110
H -3.026412 3.900722 1.727958 0.1 -0.2 -0.1 0.087
H -2.500465 1.812795 0.507588 0.3 -0.1 -0.1 0.105
H -1.242792 2.143112 1.712671 0.1 0.0 -0.2 0.123
C -6.432959 0.248583 1.719863 0.0 -0.1 -0.1 -0.111
C -7.114168 1.497539 2.270155 -0.1 -0.4 0.0 -0.281
C -6.148112 2.669262 2.456055 0.6 -0.4 0.8 -0.200
C -5.057368 2.284037 3.441950 6.2 -1.9 5.5 -0.174
N -4.152462 1.964412 4.259993 -7.2 2.5 -6.5 0.110
H -5.668516 -0.130433 2.405633 -0.1 0.1 -0.1 0.073
H -7.165572 -0.552019 1.576722 0.1 0.1 0.0 0.073
H -5.958515 0.453855 0.753431 0.0 -0.1 0.1 0.080
H -7.587689 1.250182 3.228173 0.1 0.2 -0.1 0.111
H -7.913640 1.797864 1.583902 0.1 0.1 0.1 0.107
H -6.686388 3.542776 2.838692 0.3 -0.1 0.1 0.111
H -5.689238 2.944934 1.500275 0.1 -0.1 0.2 0.110
```
Forces are in eV/Å.

No. 2
Density functional theory data (wB97M-V/def2-TZVPD) for an isolated molecule of CH3NO2.

Highest occupied orbital energy: -0.3848 Ha
Total charge: 0
DFT total energy: -6667.0584 eV
Lowest unoccupied orbital energy: -0.45 eV

The geometry in XYZ format:
```
7
Properties=species:S:1:pos:R:3:forces:R:3:lowdin_charge:R:1
C -0.907256 0.099000 -0.010808 1.3 -1.7 2.0 -0.143
O 0.414671 0.621815 -0.037735 1.7 -0.4 0.8 -0.207
N 1.573210 -0.510974 -0.011889 0.4 2.4 0.0 0.066
O 2.615557 0.006905 -0.003199 -2.7 -1.0 0.0 0.077
H -1.334121 -0.248513 0.984272 1.0 0.7 -0.6 0.095
H -0.795992 -0.800908 -0.556505 -1.0 -0.9 -1.2 0.053
H -1.566070 0.832674 -0.364135 -0.8 0.9 -1.0 0.060
```
Forces are in eV/Å.

No. 3
Density functional theory data (wB97M-V/def2-TZVPD) for a cluster of 3 separate species, C4H16N2O2 in total.

Highest occupied orbital energy: -0.3286 Ha
Total charge: 0
DFT total energy: -11480.4932 eV
Lowest unoccupied orbital energy: 0.38 eV

The geometry in XYZ format:
```
24
Properties=species:S:1:pos:R:3:forces:R:3:lowdin_charge:R:1
C -2.892584 -0.267820 0.621840 -0.5 0.9 2.5 -0.162
N -2.754638 0.951453 -0.188979 1.2 -0.8 -1.0 -0.107
C -1.324006 1.197797 -0.440714 2.4 -1.6 -2.6 -0.297
C -0.659458 2.532009 -0.123351 -2.3 1.0 -0.6 -0.221
C 0.837695 2.523403 0.019695 1.4 2.8 -0.3 -0.334
N 1.378158 2.361788 1.352318 1.0 -1.5 0.0 -0.012
H -2.713280 0.097491 1.671567 0.4 -0.5 -0.8 0.090
H -2.306447 -1.186505 0.492829 0.5 0.5 -0.7 0.068
H -3.899852 -0.628953 0.769499 -0.7 0.2 -0.7 0.059
H -3.014529 0.796798 -1.160818 -1.1 -0.3 0.6 0.092
H -1.097094 0.992072 -1.553096 -0.7 0.7 1.0 0.130
H -0.661651 0.342269 -0.155545 -0.6 0.6 1.1 0.106
H -0.883033 3.276562 -0.950611 0.0 -0.9 0.7 0.118
H -1.296160 2.925234 0.729120 1.4 -0.1 -0.4 0.125
H 1.463290 2.127230 -0.798350 -0.7 -1.7 0.6 0.121
H 1.243321 3.520035 -0.316370 -1.1 0.2 0.7 0.105
H 0.772759 2.683984 2.086763 -0.2 0.0 0.0 0.059
H 1.709420 1.416922 1.560020 -0.4 0.5 0.0 0.062
O 1.843842 -2.894858 0.484496 1.0 0.4 -0.4 -0.057
H 1.355771 -3.695351 0.299023 -0.6 0.2 0.5 0.025
H 1.403027 -2.281451 1.079736 -0.4 -0.6 -0.1 0.031
O 4.113149 -5.724959 -1.621751 0.3 -0.2 -0.4 -0.068
H 4.043131 -5.787394 -2.593639 -0.3 0.2 0.9 0.046
H 3.339170 -5.277756 -1.263682 0.1 0.0 -0.4 0.020
```
Forces are in eV/Å.

No. 4
Density functional theory data (wB97M-V/def2-TZVPD) for a structure of composition C28H29B2BiN9O8.

Highest occupied orbital energy: -0.2008 Ha
Total charge: -1
DFT total energy: -66495.5204 eV
Lowest unoccupied orbital energy: 2.56 eV

The geometry in XYZ format:
```
77
Properties=species:S:1:pos:R:3:forces:R:3:lowdin_charge:R:1
Bi -0.271811 -0.292911 -0.603485 0.2 -0.7 0.1 1.886
O -3.339678 -2.126490 2.646509 -0.7 -1.2 2.5 0.005
C -3.009092 -1.659792 1.586467 1.5 0.9 -3.2 -0.684
O -1.954742 -1.933435 0.909957 -0.7 0.4 0.3 -0.166
C -3.892676 -0.477077 1.100602 1.5 1.0 -0.5 -0.087
C -3.203500 0.771775 1.718921 -0.7 0.8 1.2 -0.205
C -4.253562 1.952047 1.853420 2.0 -0.6 -2.1 -0.054
C -4.228033 2.430934 0.324990 -0.2 0.0 1.1 -0.082
C -3.345191 1.424699 -0.366355 1.9 -0.1 0.4 -0.261
O -2.300606 1.274790 0.660565 -0.4 -0.7 1.0 -0.162
C -3.886442 0.028325 -0.379278 -0.5 -1.5 -0.4 -0.134
C -3.184429 -0.914961 -1.351496 0.2 0.0 -0.3 -0.566
O -3.742573 -1.936784 -1.716298 0.8 0.9 0.1 0.078
O -2.046458 -0.409113 -1.837521 -0.6 -0.9 -0.1 -0.303
H -4.872828 -0.670503 1.484327 -0.6 0.2 0.2 0.135
H -2.719357 0.546406 2.701256 0.2 0.3 -1.1 0.166
H -5.175165 1.605417 2.251066 -1.0 -0.4 0.0 0.091
H -3.892140 2.728276 2.502536 0.3 0.4 0.2 0.092
H -5.204621 2.503647 -0.094409 -0.9 0.0 -0.4 0.099
H -3.750211 3.399097 0.241725 0.0 0.3 0.1 0.103
H -2.789294 1.707483 -1.300154 -1.1 -0.1 0.9 0.149
H -4.860553 -0.000737 -0.810493 -1.2 0.2 0.1 0.144
C 4.428398 0.569961 -0.355595 0.9 0.2 -1.5 -0.074
C 3.059393 0.846459 -0.185151 1.6 -0.8 1.0 -0.168
N 2.351023 -0.120191 -0.705944 -0.9 -1.1 -0.9 -0.059
N 3.189211 -1.007589 -1.345777 -0.4 1.5 0.9 -0.009
C 4.429647 -0.530872 -1.232683 2.3 -1.0 1.4 -0.105
B 2.653478 -2.147652 -2.218435 -0.2 0.4 -1.3 -0.566
N 2.029691 -3.319597 -1.523553 0.1 -1.2 0.3 -0.047
C 2.392239 -4.648156 -1.477286 -1.2 2.3 0.4 -0.094
C 1.490849 -5.324145 -0.719515 -0.2 -0.5 0.6 -0.073
C 0.572804 -4.306417 -0.321884 1.5 -0.3 -0.9 -0.141
N 0.910288 -3.131666 -0.833426 -0.6 -0.2 0.8 0.035
N 1.643181 -1.446566 -3.173134 -1.3 1.5 -0.5 -0.008
C 1.849827 -1.158556 -4.463005 1.6 -0.5 -0.9 -0.132
C 0.855276 -0.389542 -4.995515 -2.0 1.3 -0.5 -0.057
C -0.014120 -0.119368 -3.866723 1.5 -1.2 -0.3 -0.104
N 0.524168 -0.758872 -2.813045 -0.7 0.0 0.2 -0.096
H 5.327714 1.144817 -0.062579 -0.9 -0.4 -0.2 0.094
H 2.638878 1.563588 0.483418 -0.5 0.5 0.0 0.105
H 5.329443 -1.156281 -1.550374 -1.5 1.1 0.2 0.139
H 3.454952 -2.515605 -3.020813 0.7 -0.2 0.3 0.112
H 3.245173 -4.894024 -1.977207 2.1 -1.0 -1.2 0.077
H 1.569294 -6.397962 -0.449373 -0.4 1.1 -0.2 0.097
H -0.229700 -4.411205 0.323740 -1.6 0.1 0.9 0.075
H 2.808828 -1.412308 -4.933753 -0.7 -0.3 0.2 0.121
H 0.695644 -0.070968 -6.078455 0.5 -0.5 1.9 0.109
H -0.959510 0.423198 -3.708107 0.8 -0.4 -0.4 0.107
C 4.534151 -0.811900 3.676803 -0.4 0.8 -1.5 -0.046
N 3.162560 -1.290324 3.589337 -1.0 0.3 -0.3 -0.062
C 2.893076 -2.654336 3.493483 1.1 2.6 -0.1 -0.073
C 1.649612 -3.059202 3.396524 -2.4 -1.9 0.0 -0.024
C 0.620207 -2.058033 3.583878 0.4 -0.5 0.5 -0.422
N 0.810825 -0.779643 3.688270 1.4 1.2 -0.7 0.182
C 2.088202 -0.298885 3.535896 0.5 0.0 0.7 -0.475
O 2.372556 0.899175 3.488104 0.1 -1.3 -0.1 0.013
N -0.603631 -2.475840 3.851470 -0.5 -4.2 -0.2 0.174
H 5.141410 -1.704092 3.760453 0.5 0.1 0.1 0.071
H 4.617494 -0.153283 4.530487 0.2 0.0 0.3 0.080
H 4.825421 -0.199595 2.750464 -0.4 -1.0 1.2 0.105
H 3.771667 -3.244489 3.481049 0.5 -0.8 -0.1 0.108
H 1.285879 -4.126912 3.317490 0.9 1.4 0.0 0.128
H -0.854939 -3.483209 3.620978 0.5 2.1 0.3 0.144
H -1.353238 -1.877761 3.688173 -1.6 1.2 -0.3 0.049
O 0.291015 3.035768 -0.421160 -0.5 1.5 -0.1 0.132
B -0.121626 2.010338 -1.234852 -0.7 -0.4 -0.5 -0.606
O -0.975727 2.509166 -2.252709 0.6 0.2 0.0 0.078
C -1.144244 3.843044 -1.968938 -1.6 -1.3 -0.6 -0.214
C -2.110072 4.686599 -2.490270 2.1 1.1 2.0 0.023
C -2.181645 5.925424 -1.866815 0.3 -0.1 -0.7 -0.098
C -1.400463 6.318465 -0.791626 -0.1 -0.2 0.0 -0.087
C -0.488304 5.421083 -0.269263 0.1 -0.8 0.1 0.014
C -0.430888 4.169705 -0.864207 1.3 -0.1 1.3 -0.171
H -2.586392 4.628776 -3.394490 -1.3 -1.0 -2.0 0.090
H -2.749385 6.626172 -2.423260 -0.8 0.9 0.1 0.088
H -1.517016 7.305674 -0.379962 0.1 0.2 0.1 0.097
H 0.130365 5.606557 0.586017 0.1 0.3 0.3 0.118
```
Forces are in eV/Å.